1.
Here is a cluster of 2 separate species, C3H8O2 in total in a non-equilibrium geometry from OMol25. Energies are from ωB97M-V/def2-TZVPD.

Summary:
Structure (SMILES) ... O=CO.CC
Lowest unoccupied orbital energy ... 0.79 eV
2S+1 ... 1
Relative energy (zero: lowest compared OMol25 entry of this formula, charge and spin) ... 0.903 eV
Total energy ... -269.56171 Eh
Kohn-Sham gap ... 11.9 eV

Positions of all 13 atoms, in Å:
O (-2.0484, -3.5401, -0.7558)
C (-1.1403, -3.4147, 0.0010)
O (-1.3065, -3.2644, 1.3448)
H (-0.0709, -3.3101, -0.2246)
H (-1.8634, -3.9179, 1.7937)
C (1.2644, 4.4494, -0.0607)
C (2.6872, 4.6379, -0.5689)
H (1.1355, 3.5632, 0.5642)
H (0.5058, 4.3427, -0.8340)
H (0.9374, 5.1596, 0.7102)
H (3.0902, 3.6619, -0.8260)
H (2.6839, 5.3504, -1.3939)
H (3.3170, 5.0975, 0.1780)

Here are the natural (NBO) charges for atoms 1 to 2, given in e: number 1, O, carries -0.536; number 2, C, carries 0.650

2.
Here is a cluster of 8 separate species, C14H24F3N5O19 in total in a non-equilibrium geometry from OMol25. Energies are from ωB97M-V/def2-TZVPD.

Summary:
Structure (SMILES) ... O=C1OC[C@@H](F)O1.O=C1OC[C@@H](F)O1.O=C1OC[C@@H](F)O1.C[N+](=O)[O-].C[N+](=O)[O-].C[N+](=O)[O-].C[N+](=O)[O-].C[N+](=O)[O-]
Lowest unoccupied orbital energy ... -0.89 eV
2S+1 ... 1
Relative energy (zero: lowest compared OMol25 entry of this formula, charge and spin) ... 0.000 eV
Total energy ... -2550.34935 Eh
Kohn-Sham gap ... 10.3 eV

Positions of all 65 atoms, in Å:
O (1.3685, -2.6376, -0.5076)
C (0.9018, -3.4305, -1.2524)
O (1.5748, -4.0458, -2.2916)
C (0.6761, -4.8954, -2.9806)
C (-0.4751, -5.0608, -2.0185)
F (-0.2028, -6.1480, -1.2009)
O (-0.3432, -3.9235, -1.1797)
H (0.2157, -4.3635, -3.8251)
H (1.1210, -5.8283, -3.3017)
H (-1.5261, -5.0892, -2.2860)
O (-6.0353, -1.3420, -0.6529)
C (-5.0126, -1.5768, -1.2188)
O (-3.7680, -1.5468, -0.6786)
C (-2.8619, -1.4461, -1.7685)
C (-3.6090, -2.1296, -2.9057)
F (-3.3388, -3.4681, -2.8822)
O (-4.9565, -1.8998, -2.5105)
H (-2.5836, -0.4204, -2.0214)
H (-1.9226, -1.9267, -1.4966)
H (-3.4658, -1.6447, -3.8678)
O (6.6554, 5.3627, 3.7442)
C (5.7991, 4.6012, 3.4634)
O (4.9657, 4.6535, 2.4185)
C (3.8419, 3.8503, 2.6492)
C (4.4831, 2.7208, 3.5424)
F (5.0165, 1.7710, 2.7162)
O (5.4882, 3.4725, 4.1740)
H (3.0315, 4.3829, 3.1463)
H (3.5541, 3.4561, 1.6761)
H (3.7885, 2.2203, 4.2022)
C (1.0442, -2.5170, 2.9602)
N (-0.0726, -2.4648, 3.9620)
O (0.1993, -2.0745, 5.0750)
O (-1.1384, -2.8994, 3.6095)
H (1.5554, -3.4547, 3.1376)
H (1.6448, -1.6403, 3.1876)
H (0.6015, -2.3322, 1.9883)
C (-2.8744, 3.0945, -2.7629)
N (-4.1822, 2.7695, -2.1851)
O (-4.2336, 1.9366, -1.3089)
O (-5.1510, 3.3504, -2.6032)
H (-2.1365, 2.5999, -2.1341)
H (-2.7789, 4.1719, -2.6532)
H (-2.6880, 2.7508, -3.7761)
C (0.6901, 1.3002, -3.8091)
N (-0.4478, 0.7133, -4.6015)
O (-1.2559, 0.0057, -4.0047)
O (-0.5284, 0.9801, -5.7823)
H (0.6780, 2.3824, -3.8171)
H (1.5228, 0.8812, -4.3722)
H (0.5704, 0.8095, -2.8549)
C (0.5980, 0.8730, 5.2613)
N (0.9174, 1.4823, 3.9164)
O (1.5219, 2.5346, 3.8582)
O (0.7237, 0.7823, 2.9324)
H (0.7044, 1.7262, 5.9244)
H (1.4517, 0.2152, 5.4022)
H (-0.3576, 0.3905, 5.1190)
C (-0.0396, 0.4906, -0.0590)
N (0.4066, 1.9396, -0.1482)
O (-0.4488, 2.7680, -0.3894)
O (1.5521, 2.1490, 0.1719)
H (-1.0861, 0.5519, 0.2268)
H (0.5028, -0.0519, 0.7022)
H (0.1541, 0.1180, -1.0587)

Here are the natural (NBO) charges for atoms 1 to 2, given in e: number 1, O, carries -0.578; number 2, C, carries 0.980

3.
Here is the molecule C4H8N3P in a non-equilibrium geometry from OMol25. Energies are from ωB97M-V/def2-TZVPD.

Summary:
Lowest unoccupied orbital energy (alpha / beta) ... -0.14 / -0.14 eV
2S+1 ... 1
Relative energy (zero: lowest compared OMol25 entry of this formula, charge and spin) ... 2.510 eV
Total energy ... -662.68917 Eh
Kohn-Sham gap (alpha / beta) ... 7.9 / 7.9 eV

Positions of all 16 atoms, in Å:
C (1.1869, -1.0126, -0.2552)
C (-2.0735, -0.7719, 0.2030)
C (1.3433, 0.4216, 0.1296)
C (0.1634, 0.8390, 0.9484)
N (0.2710, -1.6895, -0.8893)
N (-3.0872, -1.3639, 0.1640)
N (-1.0805, 1.0861, -1.4841)
P (-1.3629, 1.0354, 0.0320)
H (2.2806, 0.3248, 0.6742)
H (1.5371, 1.1696, -0.7239)
H (-0.1090, 0.0642, 1.7630)
H (0.2690, 1.7163, 1.4084)
H (-0.5288, -1.1599, -1.2501)
H (-4.0978, -1.4662, 0.3206)
H (-1.8116, 1.5426, -2.0307)
H (2.0061, -1.6054, -0.0939)

Here are the natural (NBO) charges for atoms 1 to 2, given in e: number 1, C, carries 0.134; number 2, C, carries 0.234